Entry 1:
# C32H52BrN4O5PS2

3 unconnected molecules or ions with the total composition C32H52BrN4O5PS2 at a distorted geometry (wB97M-V/def2-TZVPD, the Open Molecules 2025 dataset).

SMILES ... CC[C@@H](Br)P(CCCSC(=S)N(c1ccccc1)c1ccccc1)N=C=O.COCCNCCOC.COCCNCCOC
Orbital gap ... 8.060 eV
Charge ... 0
HOMO level ... -8.306 eV

XYZ file:
```
97
Properties=species:S:1:pos:R:3:mulliken_charge:R:1
C -3.174 -1.055 -0.373 -0.887
C -2.473 -1.739 -1.549 -0.739
C -1.281 -2.585 -1.136 -0.277
Br -0.695 -3.668 -2.624 -0.117
P 0.192 -1.649 -0.477 -0.169
C -0.086 -1.903 1.313 0.610
C 0.690 -0.988 2.288 -1.045
C 1.672 -0.011 1.668 0.094
S 2.690 0.756 2.968 -0.290
C 2.609 2.497 2.842 0.194
S 3.699 3.307 3.724 -0.210
N 1.718 3.210 1.989 0.328
C 0.330 2.916 2.005 0.310
C -0.272 2.455 3.172 -0.340
C -1.635 2.201 3.208 -0.563
C -2.425 2.408 2.088 -0.670
C -1.831 2.909 0.937 -0.505
C -0.472 3.168 0.891 -0.578
C 2.321 3.530 0.719 -0.851
C 2.322 4.863 0.336 0.082
C 2.869 5.246 -0.880 -0.698
C 3.413 4.287 -1.724 -0.513
C 3.425 2.955 -1.333 -1.043
C 2.888 2.576 -0.111 0.440
N -0.297 0.020 -0.764 0.277
C 0.406 0.617 -1.556 0.269
O 1.098 1.206 -2.266 -0.436
H -2.867 -0.017 -0.311 0.069
H -4.249 -1.056 -0.511 0.419
H -2.911 -1.499 0.579 0.241
H -3.188 -2.396 -2.037 0.625
H -2.182 -1.013 -2.301 0.352
H -1.610 -3.244 -0.340 0.417
H -1.143 -1.890 1.561 0.298
H 0.248 -2.916 1.481 -0.762
H -0.018 -0.472 2.924 0.200
H 1.260 -1.636 2.949 0.545
H 2.361 -0.553 1.026 1.018
H 1.192 0.766 1.091 -0.651
H 0.328 2.295 4.054 0.507
H -2.082 1.834 4.118 0.427
H -3.480 2.194 2.116 0.461
H -2.430 3.102 0.061 0.476
H -0.061 3.566 -0.022 0.465
H 1.898 5.597 1.003 0.467
H 2.871 6.288 -1.150 0.430
H 3.830 4.572 -2.676 0.470
H 3.847 2.197 -1.970 0.418
H 2.934 1.538 0.181 0.467
C -3.532 3.191 -4.774 -0.765
O -2.526 3.695 -3.919 -0.389
C -1.392 2.845 -3.783 -0.433
C -0.166 3.495 -4.381 0.107
N -0.273 3.570 -5.832 -0.380
C 0.775 4.353 -6.476 -0.706
C 0.830 5.847 -6.183 -0.484
O -0.275 6.574 -6.681 -0.436
C -1.394 6.661 -5.820 -0.542
H -4.374 3.880 -4.722 0.261
H -3.195 3.124 -5.814 0.344
H -3.869 2.201 -4.450 0.322
H -1.576 1.869 -4.242 0.463
H -1.225 2.692 -2.712 -0.161
H 0.714 2.905 -4.119 0.346
H -0.061 4.486 -3.915 0.072
H -1.172 3.969 -6.072 0.129
H 0.655 4.234 -7.556 0.360
H 1.743 3.914 -6.215 0.410
H 1.709 6.248 -6.696 0.382
H 0.968 6.054 -5.114 0.327
H -1.093 6.659 -4.768 0.272
H -2.106 5.847 -5.985 0.182
H -1.902 7.600 -6.036 0.294
C 2.119 -4.992 2.482 -0.913
O 0.812 -4.836 3.006 -0.266
C -0.177 -5.601 2.322 -0.656
C -0.747 -6.673 3.221 -0.356
N 0.239 -7.711 3.482 -0.306
C -0.159 -8.687 4.492 -0.713
C -0.340 -8.198 5.923 -0.468
O 0.857 -7.770 6.541 -0.428
C 1.202 -6.413 6.346 -0.521
H 2.765 -4.297 3.015 0.241
H 2.502 -6.007 2.628 0.376
H 2.151 -4.754 1.413 0.380
H 0.226 -6.035 1.403 0.423
H -0.983 -4.913 2.045 0.289
H -1.614 -7.124 2.729 0.393
H -1.097 -6.182 4.140 0.215
H 1.103 -7.273 3.777 0.091
H 0.603 -9.470 4.506 0.371
H -1.091 -9.159 4.166 0.407
H -0.697 -9.045 6.514 0.357
H -1.106 -7.416 6.000 0.334
H 0.314 -5.782 6.247 0.275
H 1.838 -6.270 5.467 0.146
H 1.765 -6.088 7.221 0.322
```

Entry 2:
# C21H36MnP2S

A molecular structure, C21H36MnP2S at a distorted geometry (wB97M-V/def2-TZVPD, the Open Molecules 2025 dataset).

Multiplicity ... 6
Orbital gap (spin up / spin down) ... 4.146 / 3.810 eV
Charge ... 0
⟨S²⟩ ... 8.77
HOMO level (spin up / spin down) ... -4.602 / -4.576 eV

XYZ file:
```
61
Properties=species:S:1:pos:R:3:mulliken_charge:R:1
P -0.293 -1.504 -2.612 2.010
P 0.448 2.192 -2.425 0.858
C -0.331 -0.229 -3.977 -1.319
C 0.641 0.940 -3.767 -1.086
H -1.380 0.029 -4.216 0.458
H 0.003 -0.808 -4.861 0.577
H 1.674 0.558 -3.662 0.423
H 0.633 1.537 -4.687 0.718
C -0.490 3.605 -3.147 -1.272
H -0.442 4.468 -2.446 0.397
H -1.539 3.293 -3.312 0.370
H -0.004 3.879 -4.107 0.435
C 2.071 2.882 -1.969 -1.467
H 2.394 3.569 -2.773 0.419
H 2.867 2.126 -1.847 0.425
H 2.019 3.462 -1.029 0.426
C -1.758 -2.610 -2.791 -1.840
H -1.672 -3.480 -2.126 0.314
H -1.788 -2.942 -3.830 0.496
H -2.696 -2.092 -2.586 0.422
C 0.878 -2.662 -3.638 -1.774
H 1.780 -2.087 -3.958 0.389
H 0.310 -2.990 -4.534 0.485
H 1.199 -3.563 -3.071 0.338
Mn 1.497 0.513 3.270 0.163
C -0.650 1.383 -1.253 0.162
C -1.425 0.152 -1.774 -1.234
C -2.194 -0.618 -0.701 -0.982
C -1.237 -1.535 0.123 -0.582
C -0.141 -2.116 -0.707 -1.758
C 0.977 -1.369 -1.340 0.134
C 1.425 -0.035 -0.721 -0.646
C 0.378 0.935 -0.121 -0.527
C 0.883 -1.423 3.279 -1.102
H -1.373 2.201 -0.897 0.532
H -2.124 0.529 -2.527 0.589
H -2.901 -1.357 -1.128 0.059
H -2.739 0.065 -0.033 0.509
H -0.904 -1.034 1.035 -0.326
H -1.862 -2.368 0.507 0.554
H -0.042 -3.205 -0.621 0.483
H 1.874 -1.956 -1.570 0.825
H 2.045 0.497 -1.483 0.098
H 2.171 -0.238 0.069 0.367
H -0.168 0.606 0.781 -0.150
H 0.914 1.829 0.247 0.707
H 1.589 -1.821 4.017 0.429
H 1.000 -1.833 2.282 0.371
H -0.142 -1.396 3.637 0.152
S -0.306 2.034 3.439 -0.423
C -0.258 1.337 5.017 0.731
C 1.041 0.905 5.473 -0.244
C 1.145 0.024 6.563 -0.348
C -0.015 -0.395 7.235 -0.605
C -1.264 0.110 6.841 -0.280
C -1.398 1.000 5.767 -0.715
H 1.978 1.238 4.921 0.361
H 2.138 -0.329 6.864 0.365
H 0.067 -1.084 8.073 0.371
H -2.154 -0.269 7.326 0.370
H -2.348 1.450 5.483 0.388
```

Entry 3:
# C39H42AsBaCl3N6O3Si

A molecular structure, C39H42AsBaCl3N6O3Si at a distorted geometry (wB97M-V/def2-TZVPD, the Open Molecules 2025 dataset).

Orbital gap ... 6.424 eV
Charge ... -2
HOMO level ... -2.736 eV

XYZ file:
```
96
Properties=species:S:1:pos:R:3:mulliken_charge:R:1
Ba 0.782 0.823 -0.220 2.076
C -0.521 -2.527 -2.560 -1.019
N -0.514 -1.175 -3.146 1.223
C -1.852 -0.717 -3.434 -1.552
C -2.707 -0.345 -2.229 0.868
C -3.983 0.149 -2.470 -1.173
C -4.758 0.557 -1.403 -0.332
C -4.234 0.483 -0.121 -0.913
C -2.951 -0.008 0.028 -0.593
N -2.197 -0.442 -1.001 0.397
C 0.358 -1.038 -4.297 -1.339
C 1.812 -0.789 -3.945 0.614
C 2.831 -1.235 -4.766 -1.008
C 4.133 -0.848 -4.491 -0.425
C 4.383 -0.027 -3.405 -1.063
C 3.313 0.340 -2.618 -0.755
N 2.042 -0.020 -2.880 0.732
C 0.830 -2.997 -2.084 0.192
C 1.656 -3.777 -2.874 -0.580
C 2.891 -4.172 -2.380 -0.499
C 3.254 -3.794 -1.100 -0.889
C 2.361 -3.025 -0.369 -0.309
N 1.166 -2.631 -0.837 0.274
H -1.168 -2.489 -1.693 0.431
H -0.921 -3.256 -3.284 0.309
H -1.765 0.195 -4.021 0.398
H -2.405 -1.439 -4.053 0.403
H -4.352 0.220 -3.487 0.436
H -5.758 0.944 -1.569 0.356
H -4.800 0.816 0.747 0.643
H -2.490 -0.060 1.009 0.307
H 0.284 -1.895 -4.986 0.150
H 0.030 -0.161 -4.851 0.565
H 2.604 -1.885 -5.605 0.413
H 4.950 -1.187 -5.117 0.362
H 5.386 0.301 -3.151 0.576
H 3.449 0.982 -1.739 0.482
H 1.338 -4.057 -3.874 0.401
H 3.574 -4.751 -2.995 0.366
H 4.219 -4.057 -0.676 0.647
H 2.622 -2.694 0.638 0.284
N 0.176 2.745 -2.224 -0.146
C 1.362 3.634 -2.411 -0.483
C 2.172 3.851 -1.127 0.103
O 2.800 4.923 -1.028 -0.826
N 2.128 2.807 -0.276 -0.022
C 2.911 2.917 0.974 -0.570
C 2.361 1.963 2.055 0.255
O 2.248 2.363 3.212 -0.777
O 2.036 0.749 1.630 -0.684
H -0.286 2.589 -3.108 0.130
H -0.496 3.199 -1.602 -0.079
H 1.109 4.616 -2.795 0.342
H 2.039 3.166 -3.133 0.206
H 2.911 3.915 1.377 0.372
H 3.957 2.635 0.803 0.284
C -0.260 0.159 3.835 -1.190
As 0.178 -1.111 2.415 1.142
C 1.678 -2.001 3.304 -1.491
C -1.193 -2.466 2.872 -1.668
C -1.285 -2.893 4.317 0.625
C -2.083 -2.204 5.235 -0.112
C -2.171 -2.606 6.568 -0.695
C -1.462 -3.718 7.019 -0.415
C -0.664 -4.415 6.116 -0.668
C -0.580 -4.003 4.785 -0.335
H -0.335 -0.342 4.797 0.432
H -1.197 0.665 3.590 0.257
H 0.543 0.904 3.867 0.307
H 1.479 -2.128 4.366 0.490
H 2.561 -1.366 3.168 0.355
H 1.866 -2.975 2.849 0.338
H -0.949 -3.307 2.225 0.563
H -2.132 -2.038 2.531 0.546
H -2.645 -1.339 4.893 0.309
H -2.796 -2.046 7.256 0.360
H -1.532 -4.036 8.054 0.358
H -0.105 -5.285 6.444 0.361
H 0.046 -4.555 4.088 0.287
C -1.571 1.941 0.348 -0.363
C -2.353 2.913 0.362 -0.749
C -3.245 4.057 0.353 0.440
C -2.773 5.353 0.089 -0.485
C -3.642 6.443 0.039 -0.546
C -5.006 6.272 0.257 -0.349
C -5.487 4.997 0.538 -0.633
C -4.618 3.906 0.587 -0.136
H -1.709 5.491 -0.071 0.545
H -3.247 7.430 -0.172 0.366
H -5.681 7.116 0.210 0.365
H -6.543 4.846 0.720 0.351
H -4.994 2.914 0.805 0.233
Cl 5.703 -2.414 1.631 -0.431
Si 5.079 -0.979 0.061 0.546
Cl 6.643 0.557 0.206 -0.450
Cl 6.164 -2.120 -1.596 -0.423
```

Entry 4:
# C3H6ClN2S

A molecular structure, C3H6ClN2S at a distorted geometry (wB97M-V/def2-TZVPD, the Open Molecules 2025 dataset).

Orbital gap (spin up / spin down) ... 9.275 / 9.274 eV
Charge ... +1
HOMO level (spin up / spin down) ... -14.334 / -14.334 eV

XYZ file:
```
13
Properties=species:S:1:pos:R:3:mulliken_charge:R:1
C -0.416 0.113 0.079 0.798
C 2.491 0.087 0.176 0.581
C -1.682 -0.552 0.383 -1.009
N -0.449 0.983 -0.924 -0.359
N 0.708 -0.261 0.728 -0.494
S 2.774 1.364 -0.685 -0.139
Cl 3.197 -1.341 0.625 -0.024
H -1.531 -1.648 0.513 0.357
H -2.329 -0.366 -0.512 0.291
H -2.328 -0.051 1.253 0.276
H -1.250 1.138 -1.583 0.241
H 0.168 1.763 -1.085 0.181
H 0.646 -1.229 1.031 0.300
```

Entry 5:
# C3H8N4O

A molecular structure, C3H8N4O at a distorted geometry (wB97M-V/def2-TZVPD, the Open Molecules 2025 dataset).

Orbital gap ... 9.376 eV
Charge ... 0
HOMO level ... -9.318 eV

XYZ file:
```
16
Properties=species:S:1:pos:R:3:mulliken_charge:R:1
C 0.802 -0.801 0.082 -0.025
C -0.671 -1.237 0.388 0.237
C -1.315 -0.177 1.154 -0.397
H 2.697 -0.178 -1.082 0.268
H 2.873 1.226 -0.454 0.272
H 1.058 -1.676 -0.527 0.351
H -0.783 -2.519 0.562 0.282
H -1.475 -0.050 -0.902 0.497
H -1.488 -0.416 2.130 0.427
H -0.032 2.086 -0.315 0.382
H -2.043 2.058 -1.091 0.321
N 2.908 0.268 0.074 -0.536
N 1.482 0.210 0.730 -0.325
N -1.644 1.064 0.671 -0.558
N -1.054 1.302 -0.571 -0.587
O -1.315 -1.162 -0.847 -0.609
```

Entry 6:
# C4H6N2

A molecular structure, C4H6N2 (wB97M-V/def2-TZVPD, the Open Molecules 2025 dataset).

Orbital gap ... 9.990 eV
Charge ... 0
HOMO level ... -9.029 eV

XYZ file:
```
12
Properties=species:S:1:pos:R:3:mulliken_charge:R:1
C 1.449 0.780 0.568 -1.127
C 0.266 -0.027 0.165 0.623
C -0.498 -0.166 -1.137 -0.071
N -1.927 -0.067 -0.985 -0.381
N -1.231 -1.300 -0.581 -0.318
C -0.499 -0.999 0.672 -0.629
H 2.346 0.397 0.065 0.274
H 1.342 1.833 0.285 0.297
H 1.623 0.722 1.646 0.300
H -0.086 -0.173 -2.142 0.346
H -2.158 0.480 -0.153 0.308
H -0.653 -1.503 1.619 0.378
```